Entry 1:
A cluster of 3 separate species, C15H28O6 in total in a non-equilibrium geometry, computed with wB97M-V/def2-TZVPD.

Each line ends with the natural charge from an NBO analysis.
Positions of all 49 atoms, in Å:
C1 2.104 -2.569 1.676  -0.2682
O1 1.977 -1.404 0.826  -0.5537
C2 0.682 -0.790 1.092  -0.0618
C3 0.488 0.633 0.367  -0.4576
C4 -0.378 1.625 1.323  -0.4032
C5 -1.960 1.367 1.239  -0.4052
C6 -2.456 0.206 2.233  -0.4447
C7 -3.760 -0.459 1.592  0.0836
C8 -3.681 -1.893 0.889  -0.1026
O2 -5.127 -2.057 0.648  -0.5400
C9 -5.889 -1.126 1.462  0.9876
O3 -7.050 -0.729 1.307  -0.5354
O4 -4.911 -0.748 2.467  -0.5431
H1 3.126 -2.505 2.203  0.1880
H2 1.322 -2.604 2.528  0.1757
H3 1.973 -3.555 1.092  0.1821
H4 0.556 -0.607 2.230  0.1542
H5 -0.192 -1.462 0.772  0.1565
H6 1.495 1.097 0.077  0.2527
H7 -0.170 0.465 -0.560  0.2421
H8 -0.046 1.590 2.417  0.2006
H9 -0.173 2.701 0.964  0.2173
H10 -2.332 1.097 0.183  0.2093
H11 -2.491 2.360 1.499  0.2151
H12 -2.724 0.707 3.235  0.2382
H13 -1.695 -0.618 2.433  0.2198
H14 -4.256 0.184 0.771  0.1770
H15 -3.033 -1.764 -0.057  0.2082
H16 -3.370 -2.775 1.548  0.2030
C10 5.499 -0.157 -0.505  -0.7206
C11 5.127 0.965 0.427  0.5943
C12 6.162 1.409 1.427  -0.7197
O5 4.032 1.492 0.375  -0.5435
H17 4.658 -0.371 -1.168  0.2416
H18 6.359 0.134 -1.112  0.2256
H19 5.728 -1.057 0.070  0.2291
H20 7.052 1.769 0.905  0.2283
H21 6.421 0.578 2.087  0.2284
H22 5.757 2.223 2.031  0.2356
C13 -1.823 1.916 -4.337  -0.7215
C14 -1.318 0.645 -3.709  0.6049
C15 -1.232 -0.576 -4.586  -0.7214
O6 -0.992 0.605 -2.536  -0.5605
H23 -1.831 2.711 -3.589  0.2377
H24 -1.164 2.213 -5.156  0.2323
H25 -2.841 1.770 -4.705  0.2324
H26 -0.547 -0.390 -5.415  0.2324
H27 -2.224 -0.832 -4.964  0.2323
H28 -0.853 -1.416 -4.000  0.2369

Its net charge is 0. The value obtained for the HOMO energy is -0.3514 Ha. The calculation puts the frontier orbital gap at 10.198 eV.

---

Entry 2:
A structure of composition C7H10 in a non-equilibrium geometry, computed with wB97M-V/def2-TZVPD.

Each line ends with the natural charge from an NBO analysis.
Positions of all 17 atoms, in Å:
C1 -1.327 1.225 0.580  -0.6548
C2 -0.931 -0.211 0.518  -0.0604
C3 -1.325 -0.887 -1.239  -0.3983
C4 -0.178 -1.003 -0.422  -0.1413
C5 1.939 -0.253 -0.878  -0.5798
C6 1.988 0.105 0.440  0.0046
C7 1.782 0.405 1.595  -0.3903
H1 -2.419 1.270 0.564  0.2221
H2 -0.997 1.643 1.534  0.2476
H3 -0.918 1.796 -0.248  0.2212
H4 -1.344 -0.796 1.319  0.2066
H5 -1.722 -1.759 -1.763  0.2156
H6 -1.601 0.019 -1.766  0.2124
H7 0.102 -1.995 -0.063  0.2298
H8 1.974 0.664 -1.461  0.2184
H9 2.693 -1.008 -1.095  0.2235
H10 2.289 0.787 2.428  0.2232

Its net charge is 0. The value obtained for the HOMO energy is -0.2776 Ha. As for the energy above the lowest of the compared OMol25 structures with the same formula, charge and spin: 6.775 eV. The calculation puts the frontier orbital gap at 8.345 eV.

---

Q: net charge of number 2 (C7H10)?
A: 0

---

Q: What is the formula in the first record?
A: C15H28O6